1.
Molecular formula: C6H13N
Method: DFT, ωB97M-V/def2-TZVPD

Kohn-Sham gap (alpha / beta) ... 2.34 / 7.48 eV
2S+1 ... 2
Total charge ... -1

The geometry in XYZ format:
```
20
Properties=species:S:1:pos:R:3:forces:R:3
C 1.1086 -0.0721 -1.9038 0.2 0.4 -0.9
C 0.0678 -1.1546 -1.5582 -0.1 0.8 -0.8
C 0.2570 -1.7703 -0.1984 0.5 -1.0 0.7
C 0.2789 -0.7971 0.9828 -0.1 1.2 -0.2
N -1.3885 2.5551 1.6901 0.1 -0.4 0.1
C -0.5332 1.4744 1.6511 -0.4 0.5 -0.4
C -0.6185 0.4315 0.8258 0.2 -0.8 0.1
H 1.5919 -0.2596 -2.8745 0.0 -0.3 0.2
H 0.6605 0.9103 -2.0679 -0.1 0.0 0.4
H 1.9181 0.0592 -1.1870 -0.1 -0.1 0.2
H -0.9203 -0.6960 -1.6597 0.0 0.0 0.3
H 0.0694 -1.8712 -2.3800 0.2 -0.5 0.3
H 1.1875 -2.3653 -0.1883 0.1 0.4 -0.1
H -0.4633 -2.5557 0.0197 -0.6 0.1 -0.3
H 0.0092 -1.2742 1.9164 0.0 -0.6 0.1
H 1.2911 -0.4217 1.1368 0.2 0.0 0.0
H -1.0608 3.4623 1.9809 0.0 0.0 0.2
H -2.3350 2.4614 1.3696 0.0 0.1 -0.2
H 0.2578 1.5017 2.3836 0.3 0.1 0.0
H -1.3783 0.3819 0.0608 -0.2 0.1 0.1
```
Forces are in eV/Å.



2.
Molecular formula: C2H8OS
Method: DFT, ωB97M-V/def2-TZVPD

SMILES ... CCS.O
Kohn-Sham gap ... 9.79 eV

The geometry in XYZ format:
```
12
Properties=species:S:1:pos:R:3:forces:R:3
C 1.1242 -0.0552 -0.7589 -0.8 1.2 -1.9
C 0.5059 -1.1174 0.0794 0.2 -0.8 1.0
S 0.8671 -0.7673 1.8371 -0.2 0.0 0.0
H 2.2004 0.0975 -0.7092 0.0 -0.3 0.6
H 0.6491 0.9244 -0.6472 0.1 0.0 0.5
H 0.9522 -0.2476 -1.8267 0.0 -0.3 0.1
H -0.5405 -1.3894 -0.0336 -0.4 1.1 -0.2
H 0.9262 -2.0660 -0.1579 0.9 -0.8 -0.1
H -0.0276 -1.6236 2.3423 0.0 0.0 0.1
O -2.3539 2.4387 -0.0114 0.0 0.2 -0.3
H -2.3501 1.7722 0.6759 0.1 -0.2 0.1
H -1.9530 2.0338 -0.7898 -0.1 0.0 0.2
```
Forces are in eV/Å.



3.
Molecular formula: C47H51AsN8O8P2SV
Method: DFT, ωB97M-V/def2-TZVPD

Kohn-Sham gap (alpha / beta) ... 6.04 / 6.46 eV
2S+1 ... 2
Total charge ... +2

The geometry in XYZ format:
```
119
Properties=species:S:1:pos:R:3:forces:R:3
V 0.0579 0.0927 -0.7441 2.8 -1.0 -0.8
C 4.1629 0.0914 0.6771 0.1 -0.2 0.2
C 4.6045 -1.2925 1.0357 -0.1 0.0 -0.1
C 3.9323 -2.5425 -0.5910 -0.1 0.2 0.2
C 2.8742 -1.7269 -1.3098 0.1 0.3 0.0
N 2.6603 -0.4553 -1.2045 -0.1 -0.2 0.2
C 3.4221 0.4027 -0.3804 -0.1 -0.1 -0.3
N 2.0385 -2.6066 -1.9891 0.4 0.0 0.1
C 0.8947 -2.2638 -2.4387 -0.1 0.1 0.0
N 0.2420 -1.0532 -2.2708 -0.4 -0.4 -0.4
C -0.8505 -1.0234 -3.1330 0.3 0.2 -0.3
N -1.4809 0.0369 -3.4842 -0.1 0.2 0.1
C -0.9356 1.2876 -3.1909 0.3 -0.3 0.0
C -1.3340 2.3279 -4.0272 0.0 0.1 0.0
C -0.6653 3.5279 -3.9916 0.0 0.0 0.0
C 0.3971 3.6846 -3.1021 -0.1 0.1 -0.2
C 0.6758 2.6723 -2.2307 -0.2 -0.3 0.1
N 0.0129 1.4873 -2.2319 -0.4 0.5 -0.5
C -1.0390 -2.3698 -3.7012 0.1 0.1 0.1
C -1.9951 -2.8870 -4.5490 -0.1 0.0 0.0
C -1.8289 -4.2042 -4.9670 0.0 0.0 0.0
C -0.7279 -4.9574 -4.5636 0.0 0.0 0.0
C 0.2449 -4.4183 -3.7275 0.1 -0.1 0.0
C 0.0578 -3.1219 -3.2983 0.0 0.1 0.1
H 4.6345 0.9060 1.2174 0.0 -0.1 0.0
H 5.2004 -1.3155 1.9416 0.0 0.0 0.1
H 3.9684 -3.5334 -1.0235 0.0 -0.1 0.0
H 3.2912 1.4488 -0.6223 0.0 0.0 -0.1
H -2.1340 2.1228 -4.7249 0.1 0.0 0.0
H -0.9444 4.3302 -4.6637 0.0 0.0 0.0
H 0.9763 4.5959 -3.0627 0.0 0.0 0.0
H 1.4516 2.7918 -1.4974 0.1 0.0 0.1
H -2.8383 -2.2910 -4.8772 0.1 0.0 0.0
H -2.5597 -4.6491 -5.6315 0.0 0.0 0.1
H -0.6254 -5.9757 -4.9167 0.0 0.0 0.0
H 1.1174 -4.9856 -3.4236 -0.1 0.0 0.0
C -3.9538 -1.3048 1.3394 -0.1 0.1 -0.1
C -3.9326 0.1437 0.8590 0.7 0.0 -0.1
O -5.2485 0.6337 0.6868 -0.1 -0.3 -0.1
P -3.0204 1.2369 2.0237 0.0 0.2 -0.1
O -3.6314 0.9689 3.4601 -0.3 0.0 -0.1
O -3.5531 2.6443 1.5893 0.3 0.3 0.0
O -1.5639 1.0101 2.0008 -0.1 -0.1 0.0
P -3.1101 0.2991 -0.7870 -0.5 -0.3 0.5
O -3.7864 -0.8100 -1.6814 -0.1 0.1 -0.2
O -3.2013 1.6679 -1.3102 0.6 -1.6 0.0
O -1.5903 -0.2261 -0.6241 -2.4 0.1 0.6
H -4.6942 -1.4023 2.1319 0.0 0.0 0.0
H -2.9798 -1.5955 1.7371 0.0 0.0 0.0
H -4.2311 -1.9785 0.5294 0.0 0.0 0.0
H -5.2102 1.5898 0.5297 0.1 0.0 0.0
H -4.5717 1.1866 3.5770 0.3 0.0 0.0
H -2.9267 3.2344 1.0383 -0.2 -0.1 0.1
H -4.1615 -0.4476 -2.5030 0.2 -0.2 0.2
C -2.7762 7.3761 -1.3797 -0.1 -0.1 0.0
N -3.3880 6.1069 -1.7193 0.1 0.3 -0.1
C -4.5514 6.0418 -2.6110 0.1 0.0 0.1
C -4.8589 4.5355 -2.6807 0.3 0.1 0.3
N -3.8958 3.9803 -1.7263 -0.4 1.2 -0.2
C -3.0659 4.9072 -1.2300 -0.4 -0.3 -0.2
S -1.8144 4.5608 -0.1333 0.2 0.0 0.2
H -2.4771 7.8976 -2.2890 0.0 0.0 0.0
H -1.9029 7.1943 -0.7624 0.0 0.0 0.0
H -3.4773 8.0061 -0.8296 0.0 0.0 0.0
H -4.3063 6.4677 -3.5833 0.0 0.0 0.0
H -5.3787 6.6139 -2.1921 0.0 0.0 0.1
H -4.7022 4.1291 -3.6786 0.0 0.0 -0.1
H -5.8784 4.3144 -2.3771 -0.1 0.0 0.0
H -3.6862 2.9938 -1.6193 -0.2 0.3 0.0
O 0.7892 -0.9429 0.6142 -0.3 -0.5 0.1
As 1.6307 -2.2353 1.3361 0.3 -0.3 0.3
C 0.6577 -3.7863 0.7488 -0.1 0.2 -0.1
C 1.2249 -5.0426 0.5699 0.0 0.0 0.0
C 0.4422 -6.0755 0.0728 0.0 0.0 0.0
C -0.8900 -5.8556 -0.2515 0.0 0.0 0.0
C -1.4496 -4.5946 -0.0868 0.0 0.0 0.0
C -0.6775 -3.5578 0.4153 0.1 -0.2 0.0
C 1.4382 -1.8706 3.2002 -0.2 0.2 -0.1
C 0.1843 -1.3995 3.5880 0.1 0.0 0.1
C -0.0211 -1.0020 4.9003 0.0 0.0 0.0
C 1.0225 -1.0786 5.8157 0.0 0.0 0.0
C 2.2698 -1.5482 5.4216 0.0 0.0 0.1
C 2.4882 -1.9409 4.1091 0.0 0.0 0.0
C 3.5602 -2.4649 0.9383 -0.2 0.1 -0.3
C 5.2868 -1.8866 -0.2498 0.0 -0.2 0.2
C 6.3702 -2.8951 0.0141 -0.1 0.1 -0.1
C 6.2830 -3.9380 0.8387 0.0 -0.1 0.1
C 5.1289 -4.3048 1.6693 0.2 -0.1 0.0
C 3.9514 -3.6854 1.7467 0.0 0.3 -0.3
H 2.2634 -5.2258 0.8041 0.0 0.0 0.0
H 0.8796 -7.0572 -0.0644 0.0 0.1 0.0
H -1.4976 -6.6698 -0.6298 0.1 0.1 0.0
H -2.4862 -4.4192 -0.3498 0.0 0.0 0.0
H -1.1082 -2.5775 0.5409 -0.1 0.1 0.0
H -0.6131 -1.2999 2.8656 -0.1 0.0 0.0
H -0.9915 -0.6230 5.1984 0.1 0.0 0.0
H 0.8670 -0.7622 6.8402 0.0 0.0 0.0
H 3.0788 -1.6111 6.1395 0.0 0.0 0.0
H 3.4658 -2.2963 3.8132 0.0 0.0 0.0
H 5.6235 -1.1307 -0.9508 0.0 0.1 0.0
H 7.3012 -2.7387 -0.5193 0.0 0.0 0.0
H 7.1489 -4.5833 0.9327 0.0 0.0 0.0
H 5.2656 -5.1779 2.3000 0.0 0.1 0.0
H 3.2225 -4.0705 2.4484 0.0 -0.1 0.1
C 0.1824 3.2667 3.3471 0.0 -0.2 0.0
C 1.4154 2.8393 2.5382 0.2 0.0 0.0
C 2.3355 1.9622 3.4044 0.0 -0.1 0.0
C 2.1719 4.0725 1.9925 -0.1 -0.1 0.0
C 1.0487 2.0578 1.3438 -0.1 0.3 0.0
N 0.8731 1.5151 0.3473 0.1 1.0 0.9
H 0.5361 3.7768 4.2447 0.0 0.0 -0.1
H -0.4067 2.3981 3.6377 0.0 0.1 0.0
H -0.4472 3.9501 2.7860 -0.1 0.1 -0.1
H 2.7599 2.5872 4.1915 0.0 0.0 0.0
H 3.1509 1.5317 2.8202 0.0 0.1 0.1
H 1.7718 1.1502 3.8662 0.0 0.0 0.0
H 2.5020 4.6786 2.8375 0.0 0.0 0.0
H 1.5155 4.6777 1.3630 0.1 0.0 0.0
H 3.0493 3.7745 1.4126 0.0 0.0 0.1
```
Forces are in eV/Å.



4.
Molecular formula: C3H4O3
Method: DFT, ωB97M-V/def2-TZVPD

SMILES ... O=CC(O)C=O
Kohn-Sham gap ... 10.59 eV

The geometry in XYZ format:
```
10
Properties=species:S:1:pos:R:3:forces:R:3
O 0.5930 0.1702 1.6690 0.7 -0.5 1.0
C 1.0559 -0.3915 0.6915 -0.1 0.7 1.7
C 0.4300 0.0609 -0.5712 -0.4 -0.3 0.1
O -0.0845 -1.1295 -1.0441 -3.0 0.5 -0.6
C -0.8008 0.7742 0.0694 -1.1 0.6 -1.3
O -1.8791 0.2321 -0.1527 0.8 0.4 0.5
H 1.6567 -1.2959 0.8563 0.3 0.1 -0.7
H 0.9903 0.7186 -1.2652 -0.2 -0.4 0.1
H -1.2045 -0.8712 -0.8382 2.8 -1.0 -0.7
H -0.7572 1.7321 0.5851 0.1 0.0 -0.1
```
Forces are in eV/Å.



So what do the calculations give for E_tot? Going down the list: -291.074722, -554.402643, -7122.039783, -342.351482 Ha.